This record from the Open Molecules 2025 dataset describes an isolated molecule of C15H36BFO7Si2. The level of theory is ωB97M-V with the def2-TZVPD basis set.

```
62
Properties=species:S:1:pos:R:3:lowdin_charge:R:1
C -3.824 0.222 -1.675 -0.111
C -3.452 -1.262 -1.647 -0.209
C -2.103 -1.598 -2.267 -0.237
O -1.173 -1.775 -1.216 -0.215
C 0.118 -2.140 -1.650 -0.234
Si 1.196 -2.494 -0.148 0.526
F 2.330 -3.497 -0.734 -0.127
O 2.039 -1.172 0.331 -0.221
Si 1.583 0.352 0.802 0.532
C 0.891 1.257 -0.667 -0.204
C 1.764 1.180 -1.922 -0.219
C 1.052 1.668 -3.167 -0.237
O 0.774 3.055 -3.040 -0.191
C -0.541 3.428 -3.359 -0.117
C 0.317 0.163 2.199 -0.229
O -1.024 -0.071 1.776 -0.238
C -1.716 1.086 1.345 -0.100
C 3.153 1.139 1.463 -0.163
C 3.114 2.655 1.716 -0.450
C 3.511 3.498 0.503 -0.044
O 1.785 3.074 2.093 -0.084
B 0.311 -3.465 1.407 -0.590
O 1.147 -4.027 2.377 0.095
O -1.030 -3.501 1.505 0.032
C -1.737 -4.040 2.625 -0.218
C -1.631 -3.111 3.822 -0.060
H -2.927 0.847 -1.747 0.051
H -4.360 0.534 -0.776 0.069
H -4.461 0.470 -2.529 0.070
H -3.410 -1.612 -0.611 0.113
H -4.233 -1.846 -2.145 0.105
H -1.761 -0.779 -2.925 0.117
H -2.136 -2.511 -2.878 0.122
H 0.099 -3.063 -2.257 0.099
H 0.552 -1.350 -2.295 0.085
H -0.118 0.876 -0.886 0.077
H 0.766 2.305 -0.362 0.083
H 2.658 1.798 -1.793 0.106
H 2.118 0.156 -2.097 0.100
H 1.675 1.518 -4.059 0.125
H 0.117 1.103 -3.318 0.110
H -0.595 4.516 -3.298 0.088
H -0.827 3.117 -4.374 0.089
H -1.262 3.003 -2.646 0.080
H 0.594 -0.717 2.798 0.095
H 0.383 1.027 2.877 0.081
H -1.049 1.953 1.281 0.084
H -2.155 0.905 0.359 0.061
H -2.517 1.326 2.055 0.092
H 3.440 0.609 2.381 0.089
H 3.941 0.908 0.735 0.086
H 3.785 2.897 2.548 0.131
H 4.063 4.392 0.804 0.077
H 4.136 2.937 -0.194 0.073
H 2.618 3.831 -0.030 0.080
H 1.698 3.045 3.058 0.096
H 1.270 -4.982 2.335 0.107
H -2.773 -4.141 2.298 0.121
H -1.354 -5.039 2.860 0.119
H -2.233 -3.509 4.645 0.080
H -0.595 -3.031 4.156 0.076
H -1.999 -2.118 3.558 0.078
```

Values from the calculation:
Multiplicity: 1
Total energy, hartree: -1823.7251
Energy relative to the best compared isomer or geometry (same formula, charge and spin), kJ/mol: 0.0
Charge: 0
HOMO energy, eV: -8.80
HOMO-LUMO gap, Ha: 0.345

=====

This record from the Open Molecules 2025 dataset describes a structure of composition C37H46AuBGeN11OP. The level of theory is ωB97M-V with the def2-TZVPD basis set.

```
99
Properties=species:S:1:pos:R:3:mulliken_spin:R:1
Au 1.104 0.588 -0.051 0.651
C 2.099 3.487 -3.176 0.011
C 1.481 3.214 -1.960 0.008
N 1.754 1.970 -1.593 0.177
N 2.539 1.417 -2.534 0.008
C 2.762 2.319 -3.500 0.004
B 3.100 -0.044 -2.401 -0.009
N 1.909 -1.017 -2.401 0.317
C 0.913 -1.207 -3.337 -0.083
C -0.132 -1.829 -2.771 0.293
C 0.215 -2.063 -1.339 -0.182
N 1.566 -1.551 -1.204 0.544
N 3.789 -0.165 -1.024 -0.019
C 4.916 -0.798 -0.677 0.007
C 5.035 -0.785 0.695 0.016
C 3.900 -0.119 1.137 0.000
N 3.173 0.262 0.094 0.205
N 4.073 -0.275 -3.518 0.005
C 5.324 0.214 -3.690 -0.001
C 5.706 -0.052 -4.982 0.000
C 4.595 -0.708 -5.542 0.000
N 3.620 -0.833 -4.666 0.003
H 2.080 4.403 -3.735 0.002
H 0.867 3.835 -1.340 -0.005
H 3.373 2.063 -4.346 0.000
H 1.076 -0.888 -4.352 -0.005
H -1.028 -2.154 -3.268 -0.006
H 0.215 -3.140 -1.106 0.097
H 5.556 -1.220 -1.431 0.000
H 5.829 -1.196 1.285 0.000
H 3.570 0.102 2.135 0.003
H 5.841 0.726 -2.899 0.000
H 6.644 0.182 -5.447 0.000
H 4.475 -1.097 -6.538 0.000
C -1.066 5.313 -0.311 0.000
N -1.638 4.210 0.443 0.002
C -1.472 4.379 1.881 0.000
P -1.906 2.696 -0.143 0.027
O -0.837 1.654 0.023 -0.090
N -3.207 2.216 0.745 0.004
C -4.369 3.060 0.968 0.001
C -3.480 0.806 0.963 -0.015
N -2.171 2.901 -1.763 -0.001
C -3.325 3.682 -2.190 0.000
C -1.853 1.827 -2.697 -0.012
H -1.581 6.238 -0.043 0.000
H -1.179 5.152 -1.378 0.000
H -0.005 5.444 -0.074 0.000
H -1.992 5.281 2.210 0.000
H -0.411 4.479 2.131 0.000
H -1.878 3.524 2.415 0.000
H -4.129 4.104 0.792 0.000
H -4.699 2.951 2.004 0.000
H -5.199 2.773 0.314 0.000
H -2.556 0.237 0.917 0.017
H -4.193 0.411 0.232 -0.001
H -3.907 0.678 1.961 -0.001
H -3.526 4.489 -1.488 0.000
H -4.222 3.062 -2.278 0.000
H -3.119 4.125 -3.166 0.000
H -1.015 1.240 -2.334 0.019
H -1.578 2.263 -3.660 -0.001
H -2.712 1.165 -2.848 0.002
C -0.618 -1.366 -0.268 0.989
Ge -0.726 -2.202 1.517 -0.030
C -1.158 -0.972 2.964 -0.026
C -0.757 0.358 3.029 0.079
C -1.003 1.133 4.154 0.011
C -1.673 0.587 5.238 0.001
C -2.087 -0.734 5.191 0.000
C -1.829 -1.503 4.067 -0.003
C 1.024 -2.981 1.870 0.010
C 1.545 -4.062 1.159 0.007
C 2.824 -4.532 1.407 0.009
C 3.608 -3.931 2.381 -0.001
C 3.104 -2.866 3.107 0.005
C 1.823 -2.397 2.851 -0.004
C -2.169 -3.502 1.393 0.032
C -3.483 -3.036 1.319 -0.004
C -4.549 -3.915 1.219 -0.002
C -4.316 -5.281 1.191 0.007
C -3.019 -5.761 1.272 -0.001
C -1.954 -4.877 1.371 0.008
H -1.484 -0.845 -0.661 -0.103
H -0.252 0.833 2.194 0.019
H -0.668 2.160 4.185 0.001
H -1.867 1.186 6.116 0.000
H -2.605 -1.170 6.033 0.000
H -2.159 -2.535 4.055 0.001
H 0.959 -4.555 0.393 -0.005
H 3.209 -5.371 0.845 0.000
H 4.604 -4.302 2.580 0.000
H 3.704 -2.406 3.881 0.000
H 1.435 -1.575 3.443 0.000
H -3.682 -1.971 1.357 0.001
H -5.560 -3.536 1.167 0.000
H -5.146 -5.970 1.113 0.000
H -2.836 -6.827 1.263 0.000
H -0.953 -5.277 1.456 0.001
```

Values from the calculation:
Multiplicity: 4
Total energy, hartree: -4693.6729
Energy relative to the best compared isomer or geometry (same formula, charge and spin), kJ/mol: 0.0
Charge: +1
HOMO energy (alpha / beta), eV: -9.31 / -11.14
HOMO-LUMO gap (alpha / beta), Ha: 0.272 / 0.227

=====

This record from the Open Molecules 2025 dataset describes an isolated molecule of C18H19N5S. The level of theory is ωB97M-V with the def2-TZVPD basis set.

```
43
Properties=species:S:1:pos:R:3:lowdin_charge:R:1
H 0.504 8.991 -0.475 0.026
N 0.967 8.285 -0.998 0.097
C 1.106 7.149 -0.519 -0.680
N 0.644 6.980 0.736 0.115
N 1.623 6.246 -1.335 0.029
N 1.229 4.946 -1.090 0.075
C 0.494 4.120 -1.908 -0.280
C -0.161 4.570 -3.198 -0.029
C 0.209 2.829 -1.274 -0.421
S 1.424 1.598 -0.908 1.095
C 0.245 0.598 -0.113 -0.577
C 0.552 -0.484 0.754 -0.221
C -0.428 -1.556 0.882 -0.010
C -0.116 -2.758 1.553 -0.022
C 1.149 -2.850 2.204 -0.222
C 1.616 -4.097 2.732 -0.015
C 2.017 -5.125 2.995 -0.006
C 2.328 -6.558 3.253 -0.245
C 1.107 -7.417 2.839 -0.128
C 1.445 -7.234 4.351 -0.103
C 2.058 -1.767 2.195 -0.023
C 1.862 -0.691 1.310 -0.024
N -0.965 1.103 -0.061 0.095
C -0.982 2.329 -0.725 -0.311
C -2.365 3.001 -0.943 -0.005
H 1.126 6.039 1.070 0.148
H 0.734 7.850 1.216 0.086
H 1.656 6.496 -2.318 0.134
H -0.763 3.973 -3.785 0.043
H -0.820 5.431 -3.007 0.095
H 0.714 4.936 -3.821 0.102
H -1.471 -1.274 0.490 0.130
H -0.904 -3.493 1.907 0.134
H 3.408 -6.938 3.104 0.155
H 1.392 -8.319 2.308 0.087
H 0.214 -6.964 2.410 0.096
H 1.689 -8.212 4.792 0.091
H 0.752 -6.652 4.981 0.102
H 2.975 -1.714 2.766 0.113
H 2.577 0.110 1.299 0.089
H -3.099 2.312 -0.632 0.055
H -2.533 3.766 -0.269 0.052
H -2.455 3.201 -2.015 0.079
```

Values from the calculation:
Multiplicity: 1
Total energy, hartree: -1369.0380
Energy relative to the best compared isomer or geometry (same formula, charge and spin), kJ/mol: 579.0
Charge: 0
HOMO energy, eV: -7.93
HOMO-LUMO gap, Ha: 0.286

=====

This record from the Open Molecules 2025 dataset describes a cluster of 2 separate species, C6H13NO in total. The level of theory is ωB97M-V with the def2-TZVPD basis set.

```
21
Properties=species:S:1:pos:R:3:lowdin_charge:R:1
C -2.504 0.472 -1.454 0.020
C -1.184 0.347 -1.454 -0.140
C -0.358 -0.399 -0.465 -0.321
N 0.481 -1.307 -1.177 0.088
C -0.201 0.023 0.800 -0.315
C 0.463 -0.912 1.783 -0.068
C -0.787 1.283 1.366 -0.052
H -2.976 1.047 -2.242 0.057
H -3.171 -0.078 -0.805 0.069
H -0.630 0.534 -2.335 0.094
H -0.075 -1.717 -1.916 0.084
H 0.852 -2.082 -0.643 0.073
H 1.233 -0.408 2.380 0.081
H -0.214 -1.353 2.517 0.083
H 0.968 -1.724 1.265 0.058
H -0.047 2.072 1.302 0.078
H -1.130 1.180 2.394 0.079
H -1.642 1.592 0.769 0.059
O 3.202 0.485 0.072 -0.057
H 2.340 0.041 0.101 -0.003
H 3.052 1.301 0.560 0.033
```

Values from the calculation:
Multiplicity: 1
Total energy, hartree: -366.3551
Energy relative to the best compared isomer or geometry (same formula, charge and spin), kJ/mol: 206.8
Charge: 0
HOMO energy, eV: -8.13
HOMO-LUMO gap, Ha: 0.328

=====

This record from the Open Molecules 2025 dataset describes a structure of composition C18H24N3O4RuS2. The level of theory is ωB97M-V with the def2-TZVPD basis set.

```
52
Properties=species:S:1:pos:R:3:mulliken_spin:R:1
Ru -0.907 0.801 0.938 3.819
C -6.151 -1.263 -4.812 0.000
C -5.550 -0.761 -3.529 0.003
C -4.338 -0.082 -3.524 -0.002
C -3.778 0.375 -2.341 -0.002
C -4.445 0.148 -1.147 0.012
C -5.666 -0.517 -1.128 0.000
C -6.207 -0.968 -2.317 -0.002
S -3.751 0.678 0.383 -0.009
O -4.847 0.952 1.271 0.012
O -2.869 1.837 0.087 0.085
N -2.749 -0.422 0.958 0.200
C -2.534 -1.652 0.190 -0.022
C -1.619 -1.447 -1.034 0.023
O -1.523 -2.305 -1.889 0.019
O -0.964 -0.321 -1.025 0.116
H -5.490 -1.074 -5.656 0.000
H -7.106 -0.774 -5.013 0.000
H -6.336 -2.336 -4.762 0.000
H -3.815 0.081 -4.457 0.000
H -2.829 0.888 -2.337 0.000
H -6.181 -0.662 -0.188 0.000
H -7.157 -1.488 -2.307 0.000
H -3.469 -2.117 -0.127 0.005
H -2.051 -2.367 0.860 -0.004
N 1.137 -0.483 0.621 0.139
C 2.419 0.229 0.634 -0.008
C 2.505 1.230 -0.515 0.004
C 1.626 2.473 -0.395 -0.008
N 0.190 2.179 -0.555 0.117
H 1.121 -1.231 1.307 -0.010
H 0.940 -0.883 -0.293 -0.015
H 3.257 -0.471 0.560 0.005
H 2.505 0.753 1.588 -0.001
H 2.292 0.725 -1.464 0.001
H 3.539 1.573 -0.584 0.000
H 1.943 3.202 -1.147 0.006
H 1.765 2.931 0.586 -0.004
H 0.007 1.661 -1.413 -0.005
H -0.355 3.035 -0.602 -0.005
S 0.065 0.986 3.161 0.352
C -1.211 2.203 2.996 -0.081
C -0.932 3.447 2.399 0.108
C -1.929 4.392 2.233 -0.039
C -3.221 4.120 2.663 0.092
C -3.508 2.903 3.268 -0.035
C -2.518 1.954 3.440 0.122
H 0.087 3.658 2.098 0.004
H -1.699 5.343 1.770 0.000
H -4.006 4.850 2.521 0.005
H -4.518 2.678 3.579 0.001
H -2.745 0.993 3.882 0.002
```

Values from the calculation:
Multiplicity: 6
Total energy, hartree: -2056.7574
Energy relative to the best compared isomer or geometry (same formula, charge and spin), kJ/mol: 0.0
Charge: 0
HOMO energy (alpha / beta), eV: -7.62 / -8.39
HOMO-LUMO gap (alpha / beta), Ha: 0.297 / 0.266

=====

This record from the Open Molecules 2025 dataset describes an isolated molecule of C4H9N. The level of theory is ωB97M-V with the def2-TZVPD basis set.

```
14
Properties=species:S:1:pos:R:3:lowdin_charge:R:1
C -1.397 0.480 -0.631 -0.069
C -0.619 0.381 0.662 -0.340
C -0.045 -0.926 1.082 -0.132
N 0.815 0.176 0.719 -0.135
C 1.626 0.084 -0.483 -0.105
H -2.468 0.547 -0.403 0.076
H -1.134 1.379 -1.203 0.073
H -1.239 -0.399 -1.266 0.074
H -0.974 1.059 1.439 0.127
H -0.157 -1.726 0.352 0.103
H -0.021 -1.258 2.118 0.098
H 2.675 0.135 -0.184 0.073
H 1.504 -0.856 -1.038 0.077
H 1.435 0.924 -1.163 0.080
```

Values from the calculation:
Multiplicity: 1
Total energy, hartree: -212.5079
Energy relative to the best compared isomer or geometry (same formula, charge and spin), kJ/mol: 113.5
Charge: 0
HOMO energy, eV: -8.77
HOMO-LUMO gap, Ha: 0.366